No. 1
54
Properties=species:S:1:pos:R:3 method="wB97M-V/def2-TZVPD" homo_energy_ev=-13.4 max_force_ev_per_a=1.505 total_charge=+2
Pd -0.33 0.08 -0.19
N -5.26 -0.93 -2.51
C -4.44 -1.31 -1.30
C -3.01 -0.79 -1.43
N -2.20 -1.15 -0.26
H -6.24 -1.22 -2.40
H -4.91 -1.36 -3.37
H -5.26 0.09 -2.65
H -4.48 -2.40 -1.22
H -4.93 -0.87 -0.44
H -3.02 0.30 -1.52
H -2.53 -1.19 -2.33
H -2.10 -2.15 -0.17
H -2.62 -0.77 0.58
Se 1.09 1.97 0.06
C 2.86 1.40 0.07
N 3.96 1.04 0.07
C 1.47 -0.92 -4.54
C 1.02 -0.08 -3.35
P 0.84 -1.00 -1.80
C 2.53 -1.40 -1.31
C 2.71 -1.93 0.12
C 0.12 -2.64 -2.17
C -0.10 -3.54 -0.95
H 1.67 -0.26 -5.39
H 0.72 -1.64 -4.85
H 2.40 -1.46 -4.33
H 0.07 0.43 -3.56
H 1.74 0.71 -3.12
H 3.10 -0.48 -1.43
H 2.92 -2.12 -2.03
H 2.02 -1.46 0.82
H 3.72 -1.69 0.47
H 2.58 -3.01 0.18
H 0.81 -3.11 -2.87
H -0.81 -2.48 -2.73
H 0.75 -4.20 -0.79
H -0.98 -4.18 -1.09
H -0.23 -2.97 -0.02
S -2.12 1.60 0.70
C -1.58 2.54 2.08
N -0.98 1.96 3.11
C -0.54 2.68 4.31
C -1.39 3.93 4.49
C -1.40 4.72 3.19
N -1.79 3.84 2.09
H -0.83 0.97 3.04
H 0.51 2.93 4.22
H -0.66 2.01 5.16
H -0.98 4.54 5.29
H -2.41 3.66 4.76
H -0.41 5.14 2.98
H -2.11 5.55 3.23
H -2.24 4.23 1.27

***

No. 2
52
Properties=species:S:1:pos:R:3 method="wB97M-V/def2-TZVPD" homo_energy_ev=-9.0 max_force_ev_per_a=3.962
Cd 2.25 0.57 0.14
O 2.47 3.70 -0.44
N 1.47 2.83 0.04
C 0.46 3.54 0.47
C -0.81 3.02 0.85
C -1.67 3.96 1.38
C -2.97 3.70 1.83
C -3.43 2.39 1.64
C -2.60 1.37 1.04
C -1.25 1.69 0.69
P -0.34 0.30 -0.01
C -1.19 -0.11 -1.54
C -0.57 0.22 -2.79
C -1.03 -0.32 -3.96
C -2.19 -1.13 -3.98
C -2.92 -1.30 -2.81
C -2.45 -0.79 -1.61
C -0.64 -1.13 1.04
C -0.71 -2.42 0.49
C -0.69 -3.55 1.28
C -0.80 -3.44 2.72
C -0.87 -2.14 3.26
C -0.73 -1.01 2.41
H 3.05 3.17 -0.95
H 0.59 4.61 0.66
H -1.25 4.94 1.56
H -3.62 4.50 2.14
H -4.43 2.05 1.92
H -2.87 0.30 0.96
H 0.35 0.82 -2.83
H -0.51 -0.19 -4.92
H -2.45 -1.62 -4.90
H -3.92 -1.70 -2.82
H -3.05 -0.85 -0.70
H -0.66 -2.53 -0.58
H -0.68 -4.52 0.78
H -0.71 -4.31 3.40
H -1.03 -1.98 4.34
H -0.88 0.02 2.75
B 4.11 0.29 -3.87
C 3.96 0.92 -2.56
N 3.42 1.38 -1.64
H 3.16 -0.46 -4.20
H 4.25 1.14 -4.70
H 5.03 -0.50 -3.85
F 4.19 -2.84 3.25
C 2.82 -2.64 2.95
F 2.21 -2.44 4.16
F 2.32 -3.86 2.56
C 2.61 -1.52 1.93
O 2.55 -0.33 2.30
O 2.65 -1.82 0.69

***

No. 3
177
Properties=species:S:1:pos:R:3 method="wB97M-V/def2-TZVPD" homo_energy_ev=-13.1 max_force_ev_per_a=1.898 total_charge=+3
C 0.48 -2.45 0.87
O -0.66 -2.34 0.11
H 0.69 -3.47 1.27
H 1.39 -2.25 0.25
H 0.51 -1.80 1.77
C 4.23 -0.61 -0.44
C 3.17 0.25 0.24
C 3.64 1.71 0.30
C 2.80 2.70 1.06
P 3.65 4.24 1.35
C 2.47 5.33 2.26
C 1.14 5.57 1.59
C 0.17 6.30 2.55
C -1.29 6.11 2.04
C 5.20 3.99 2.25
C 5.76 5.29 2.88
C 7.09 4.97 3.59
C 6.87 4.35 4.99
C 3.90 5.07 -0.25
C 5.26 4.77 -0.90
C 5.46 5.09 -2.39
C 4.20 4.94 -3.25
H 4.17 -1.67 -0.22
H 5.24 -0.26 -0.22
H 4.11 -0.43 -1.52
H 2.97 -0.15 1.25
H 2.21 0.12 -0.27
H 3.82 1.99 -0.75
H 4.64 1.68 0.75
H 2.57 2.31 2.06
H 1.81 2.78 0.59
H 2.98 6.29 2.37
H 2.35 4.92 3.27
H 0.64 4.65 1.26
H 1.16 6.19 0.70
H 0.33 7.38 2.60
H 0.20 5.86 3.55
H -1.92 6.71 2.71
H -1.64 5.09 2.20
H -1.41 6.37 0.99
H 5.95 3.86 1.47
H 5.23 3.15 2.94
H 5.03 5.65 3.60
H 5.90 6.05 2.11
H 7.64 5.88 3.82
H 7.70 4.30 2.98
H 6.20 3.49 5.00
H 6.49 5.12 5.66
H 7.85 4.07 5.36
H 3.64 6.13 -0.14
H 2.99 4.70 -0.74
H 5.37 3.68 -0.82
H 6.09 5.22 -0.36
H 6.29 4.57 -2.85
H 5.74 6.15 -2.42
H 3.92 3.88 -3.34
H 4.42 5.24 -4.27
H 3.33 5.43 -2.81
C -7.45 -1.10 -0.06
C -6.33 -0.54 0.80
C -5.13 -0.10 -0.06
C -3.93 0.40 0.77
P -2.62 1.12 -0.23
C -3.25 2.72 -0.82
C -4.04 3.65 0.10
C -4.48 4.92 -0.60
C -5.19 5.91 0.33
C -2.04 0.02 -1.58
C -2.28 0.59 -3.01
C -2.02 -0.42 -4.13
C -2.75 -1.74 -4.08
C -1.14 1.37 0.85
C -1.54 1.76 2.30
C -0.30 1.95 3.20
C 0.49 0.63 3.27
H -7.21 -1.95 -0.71
H -7.81 -0.32 -0.74
H -8.30 -1.32 0.58
H -6.14 -1.30 1.56
H -6.56 0.36 1.38
H -5.52 0.72 -0.67
H -4.80 -0.96 -0.65
H -3.54 -0.44 1.34
H -4.28 1.24 1.38
H -3.82 2.59 -1.74
H -2.30 3.21 -1.08
H -3.55 3.83 1.06
H -4.95 3.17 0.50
H -5.06 4.71 -1.50
H -3.57 5.44 -0.92
H -4.81 5.73 1.33
H -6.26 5.70 0.38
H -5.13 6.93 -0.04
H -2.57 -0.91 -1.41
H -0.99 -0.11 -1.34
H -1.76 1.53 -3.20
H -3.36 0.78 -3.00
H -0.94 -0.63 -4.14
H -2.17 0.11 -5.07
H -3.83 -1.59 -4.02
H -2.42 -2.29 -3.19
H -2.58 -2.44 -4.89
H -0.59 2.18 0.37
H -0.67 0.38 0.87
H -2.21 1.05 2.79
H -2.01 2.73 2.16
H -0.64 2.11 4.23
H 0.23 2.85 2.89
H -0.08 -0.28 3.40
H 1.14 0.70 4.15
H 1.17 0.56 2.42
C 5.74 -3.66 -2.18
C 4.79 -4.81 -1.80
C 3.29 -4.51 -1.82
C 2.86 -4.02 -3.21
N 1.49 -3.38 -3.24
C 1.52 -1.96 -2.75
C 1.94 -1.08 -3.93
C 1.75 -1.98 -5.19
C 0.98 -3.21 -4.64
C 0.51 -4.19 -2.42
H 5.44 -3.13 -3.09
H 6.73 -4.07 -2.35
H 5.83 -2.87 -1.43
H 5.00 -5.26 -0.83
H 5.00 -5.66 -2.45
H 3.00 -3.80 -1.04
H 2.65 -5.37 -1.61
H 2.97 -4.79 -3.97
H 3.49 -3.18 -3.49
H 0.55 -1.71 -2.33
H 2.22 -1.92 -1.91
H 1.35 -0.17 -4.01
H 2.98 -0.79 -3.79
H 1.15 -1.57 -6.00
H 2.69 -2.43 -5.49
H -0.08 -2.96 -4.65
H 1.21 -4.08 -5.25
H -0.49 -3.82 -2.63
H 0.66 -4.08 -1.35
H 0.67 -5.21 -2.77
C -3.68 -1.14 3.94
C -4.21 -2.50 3.45
C -3.38 -3.12 2.31
C -3.94 -4.49 1.98
N -3.22 -5.21 0.85
C -3.30 -4.43 -0.43
C -3.77 -5.45 -1.47
C -4.69 -6.40 -0.67
C -3.94 -6.53 0.65
C -1.75 -5.50 1.26
C -0.90 -6.10 0.16
C 0.43 -6.55 0.72
H -3.94 -0.32 3.26
H -2.59 -1.14 3.96
H -4.05 -0.96 4.94
H -5.25 -2.42 3.13
H -4.28 -3.20 4.29
H -2.33 -3.10 2.61
H -3.46 -2.45 1.45
H -4.99 -4.52 1.68
H -3.87 -5.15 2.84
H -2.32 -4.05 -0.72
H -4.00 -3.60 -0.35
H -2.94 -6.11 -1.76
H -4.20 -4.97 -2.34
H -4.86 -7.32 -1.22
H -5.67 -5.92 -0.59
H -3.24 -7.37 0.58
H -4.64 -6.70 1.46
H -1.92 -6.06 2.18
H -1.38 -4.51 1.52
H -0.76 -5.33 -0.60
H -1.44 -6.93 -0.30
H 1.02 -7.10 -0.02
H 0.32 -7.28 1.53
H 1.02 -5.75 1.15

***

No. 4
122
Properties=species:S:1:pos:R:3 method="wB97M-V/def2-TZVPD" homo_energy_ev="-1.4 / -1.4" max_force_ev_per_a=3.083 total_charge=-2 multiplicity=6
Dy 9.57 11.81 11.91
C 13.49 12.09 13.97
C 13.10 11.17 12.81
C 12.35 9.85 13.15
N 10.95 10.14 13.30
C 10.19 9.17 13.76
C 10.71 7.84 13.85
C 10.24 6.73 14.49
C 9.24 6.49 15.41
C 8.25 7.42 15.67
C 8.04 8.69 15.12
C 8.74 9.44 14.14
N 8.26 10.45 13.42
C 6.87 10.76 13.61
C 6.24 11.50 12.43
C 6.39 13.03 12.40
N 7.78 13.44 12.59
C 8.12 14.55 13.19
C 7.14 15.61 13.49
C 7.28 16.85 14.03
C 8.36 17.49 14.61
C 9.59 16.90 14.84
C 10.11 15.67 14.53
C 9.52 14.56 13.87
N 10.14 13.42 13.75
C 11.24 13.08 14.73
C 12.68 13.42 14.19
H 13.64 11.49 14.86
H 14.59 12.43 13.85
H 12.54 11.77 12.09
H 14.08 10.88 12.16
H 12.48 9.21 12.34
H 12.86 9.41 14.01
H 11.46 7.59 13.13
H 10.82 5.81 14.30
H 9.04 5.47 15.69
H 7.50 7.14 16.38
H 7.14 9.20 15.48
H 6.69 11.38 14.54
H 6.35 9.78 13.70
H 6.46 11.04 11.47
H 5.09 11.37 12.57
H 6.08 13.31 11.36
H 5.82 13.57 13.13
H 6.17 15.37 13.09
H 6.33 17.40 14.01
H 8.19 18.49 14.92
H 10.24 17.58 15.32
H 11.15 15.43 14.80
H 10.99 13.53 15.73
H 11.20 11.99 14.82
H 12.66 14.01 13.26
H 13.27 14.05 14.90
O 8.12 7.65 10.74
C 9.18 8.17 10.53
O 8.30 12.01 10.10
C 10.37 8.71 10.45
C 11.54 7.78 10.27
C 12.62 8.26 9.62
C 12.70 9.60 9.12
C 13.84 10.20 8.43
C 13.74 11.46 7.89
C 12.64 12.26 8.07
C 11.56 11.79 8.84
C 11.59 10.46 9.31
N 10.55 10.08 10.25
H 11.41 6.75 10.61
H 13.42 7.50 9.39
H 14.76 9.61 8.19
H 14.54 11.80 7.21
H 12.57 13.27 7.63
H 10.59 12.20 8.95
C 13.58 17.15 13.33
C 13.17 18.24 12.28
C 14.42 19.14 11.90
C 12.04 19.21 12.83
O 12.64 17.44 11.26
Si 12.10 17.85 9.70
S 11.73 16.16 8.53
O 13.20 18.86 9.01
C 13.26 19.76 7.89
C 12.78 21.13 8.42
C 14.71 19.82 7.42
C 12.36 19.33 6.68
O 10.85 18.89 10.04
C 9.49 18.63 10.11
C 9.09 17.45 10.97
C 8.87 19.87 10.77
C 8.80 18.57 8.73
H 14.36 16.58 12.79
H 12.69 16.54 13.25
H 13.88 17.47 14.32
H 14.84 19.62 12.76
H 14.22 19.94 11.18
H 15.23 18.56 11.46
H 12.32 19.57 13.82
H 11.20 18.61 13.06
H 11.80 20.00 12.16
H 13.51 21.55 9.13
H 11.80 21.05 8.95
H 12.62 21.81 7.54
H 15.40 20.12 8.20
H 14.78 20.48 6.51
H 14.93 18.83 7.13
H 11.33 19.51 6.95
H 12.48 18.26 6.61
H 12.58 19.97 5.83
H 9.61 17.53 11.96
H 9.40 16.47 10.55
H 8.00 17.39 11.16
H 9.15 20.04 11.85
H 7.82 19.64 10.74
H 9.17 20.81 10.26
H 9.20 17.74 8.12
H 8.99 19.50 8.15
H 7.72 18.45 8.85
O 10.85 13.90 10.98
H 11.73 13.99 11.28
H 10.79 14.41 10.12
F 7.02 10.24 9.30
B 7.87 11.31 9.10
F 8.27 11.36 7.78

***

No. 5
8
Properties=species:S:1:pos:R:3 method="wB97M-V/def2-TZVPD" homo_energy_ev=-9.9 max_force_ev_per_a=4.627
C 1.35 -0.13 -1.42
C -0.49 -0.12 0.64
N 1.50 -0.37 -2.53
N -1.43 0.33 -0.04
N 1.15 0.00 -0.12
I -0.28 -0.68 2.58
I -3.31 0.08 0.54
H 1.51 0.89 0.35

***

No. 6
12
Properties=species:S:1:pos:R:3 method="wB97M-V/def2-TZVPD" homo_energy_ev=-15.4 max_force_ev_per_a=5.967 total_charge=+1
C 1.02 0.49 0.03
C -1.56 0.55 -0.03
C -1.18 -0.89 -0.02
N -0.21 0.15 0.07
N 2.09 -0.26 0.05
H 1.26 1.99 -0.08
H -1.88 1.02 -0.96
H -2.01 0.99 0.86
H -1.37 -1.48 0.87
H -1.21 -1.45 -0.94
H 3.01 0.16 0.04
H 2.03 -1.27 0.11